{"formula": "C9H13N5S", "method": "ωB97M-V/def2-TZVPD", "species": ["C", "C", "C", "C", "C", "C", "C", "C", "C", "N", "N", "N", "N", "N", "S", "H", "H", "H", "H", "H", "H", "H", "H", "H", "H", "H", "H", "H"], "positions_angstrom": [[-2.205, 0.279, -1.208], [0.371, -3.482, -1.529], [0.088, -0.922, 2.101], [2.090, -0.874, -0.719], [0.429, 1.214, -0.481], [-0.388, -0.365, 0.074], [0.732, -1.438, -0.086], [-1.003, 3.325, -0.426], [-0.386, 2.127, -1.111], [-0.688, -0.166, 1.377], [-1.537, -0.549, -0.623], [0.541, -2.566, -0.860], [0.877, -1.772, 1.405], [-0.030, -0.905, 3.421], [1.688, 0.625, -1.634], [-3.171, -0.051, -1.669], [0.170, -4.345, -2.104], [2.715, -0.681, 0.138], [2.533, -1.565, -1.409], [0.891, 1.544, 0.392], [-1.600, 2.989, 0.349], [-1.551, 4.004, -1.094], [-0.130, 3.852, -0.195], [-0.202, 2.326, -2.250], [-1.742, 1.364, -1.382], [1.762, -2.165, 1.640], [-0.819, -0.444, 3.801], [0.564, -1.360, 4.083]], "spin_multiplicity": 1, "e_tot_ev": -27808.03719, "total_charge": 2, "lumo_energy_ev": -8.41, "gap_ev": 7.5, "de_lowest_kcal_mol": 67.91}



{"formula": "C9H13NO", "method": "ωB97M-V/def2-TZVPD", "species": ["C", "C", "C", "C", "C", "C", "C", "C", "C", "N", "O", "H", "H", "H", "H", "H", "H", "H", "H", "H", "H", "H", "H", "H"], "positions_angstrom": [[0.665, -2.113, 0.504], [-0.502, -2.472, -0.070], [0.931, 0.300, 0.269], [1.550, -0.934, 0.314], [-2.020, 0.636, -0.748], [-1.616, -0.600, -0.759], [2.920, -1.225, -0.279], [-3.278, 0.824, -0.119], [0.983, 2.758, 0.495], [-1.416, -1.788, -0.916], [1.493, 1.504, -0.050], [1.118, -2.980, 1.056], [-0.813, -3.503, 0.062], [-0.113, 0.545, 0.671], [-1.421, 1.422, -1.240], [3.477, -2.017, 0.228], [2.869, -1.519, -1.357], [3.632, -0.389, -0.326], [-3.808, -0.126, -0.090], [-3.028, 1.109, 1.066], [-3.913, 1.630, -0.548], [0.122, 3.062, -0.168], [1.801, 3.390, 0.652], [0.364, 2.486, 1.353]], "spin_multiplicity": 1, "e_tot_ev": -13076.77307, "total_charge": 0, "lumo_energy_ev": 0.78, "gap_ev": 8.9, "de_lowest_kcal_mol": 122.19, "smiles": "CC=C=N/C=C\\C(C)=C\\OC"}



{"formula": "C9H13NO2", "method": "ωB97M-V/def2-TZVPD", "species": ["C", "C", "C", "C", "C", "C", "C", "O", "H", "H", "H", "H", "H", "H", "H", "H", "C", "C", "O", "N", "H", "H", "H", "H", "H"], "positions_angstrom": [[2.785, 0.311, 1.595], [1.302, -1.720, 1.542], [1.338, -0.267, 1.598], [0.066, -2.302, 1.198], [0.160, 0.461, 1.565], [-1.086, -1.509, 1.015], [-1.017, -0.158, 1.388], [-1.974, -2.079, 0.155], [2.284, -2.210, 1.604], [-0.135, -3.513, 1.120], [2.805, 1.280, 2.071], [3.087, 0.190, 0.567], [0.110, 1.607, 1.795], [-1.952, 0.310, 1.194], [-2.059, -1.468, -0.657], [3.391, -0.351, 2.273], [-1.517, 2.048, -1.677], [-1.357, 0.806, -2.604], [-2.365, 0.278, -2.929], [-0.001, 0.376, -2.821], [-2.426, 2.124, -0.945], [-1.691, 2.854, -2.380], [0.095, -0.493, -3.151], [0.768, 0.853, -2.532], [-0.610, 2.574, -0.984]], "spin_multiplicity": 1, "e_tot_ev": -15126.62366, "total_charge": 0, "lumo_energy_ev": 0.59, "gap_ev": 8.9, "de_lowest_kcal_mol": 69.37, "smiles": "Cc1ccc(O)cc1.CC(N)=O"}



{"formula": "C9H13NO2", "method": "ωB97M-V/def2-TZVPD", "species": ["C", "C", "C", "C", "C", "C", "C", "C", "C", "N", "O", "O", "H", "H", "H", "H", "H", "H", "H", "H", "H", "H", "H", "H", "H"], "positions_angstrom": [[1.518, -0.382, -0.097], [1.936, 0.869, -0.121], [0.291, -0.744, 0.508], [-0.392, -1.720, 0.052], [1.275, 2.082, 0.254], [-1.016, -4.155, -0.105], [-1.804, -2.373, -1.888], [-0.439, 4.302, 1.542], [-0.966, -2.703, -0.597], [0.054, 2.043, 0.636], [2.011, 3.296, 0.183], [-0.779, 2.967, 1.102], [2.180, -1.091, -0.617], [3.046, 0.993, -0.612], [-0.184, 0.037, 1.314], [-0.393, -4.710, -0.820], [-1.957, -4.821, -0.137], [-0.491, -4.263, 0.921], [-2.721, -2.021, -1.774], [-1.819, -3.159, -2.496], [-1.110, -1.588, -2.413], [-0.229, 4.476, 2.517], [-1.324, 4.746, 1.275], [0.395, 4.626, 0.947], [2.918, 3.293, 0.427]], "spin_multiplicity": 1, "e_tot_ev": -15121.99778, "total_charge": 0, "lumo_energy_ev": 0.65, "gap_ev": 8.7, "de_lowest_kcal_mol": 176.05, "smiles": "CO/N=C(O)/C=C\\C=C=C(C)C"}



{"formula": "C9H13NO2S", "method": "ωB97M-V/def2-TZVPD", "species": ["C", "C", "C", "C", "C", "C", "C", "C", "C", "N", "O", "O", "S", "H", "H", "H", "H", "H", "H", "H", "H", "H", "H", "H", "H", "H"], "positions_angstrom": [[1.551, -1.472, 1.599], [1.051, -1.100, 0.412], [0.550, 0.242, 0.428], [0.482, 1.432, -2.570], [-0.245, 0.774, -1.710], [1.661, -0.522, 2.760], [0.645, 0.635, 2.691], [0.938, -1.947, -0.805], [-2.834, 1.337, -0.812], [0.343, 1.045, 1.334], [-2.304, 0.598, -3.308], [-2.078, -1.107, -1.539], [-1.914, 0.266, -1.958], [1.958, -2.465, 1.739], [0.098, 1.664, -3.558], [1.483, 1.773, -2.354], [1.531, -1.061, 3.699], [2.680, -0.118, 2.756], [-0.313, 0.338, 3.135], [1.009, 1.508, 3.239], [1.321, -2.946, -0.624], [1.497, -1.493, -1.623], [-0.107, -2.000, -1.116], [-3.007, 0.795, 0.109], [-2.228, 2.216, -0.634], [-3.769, 1.608, -1.288]], "spin_multiplicity": 1, "e_tot_ev": -25959.43674, "total_charge": 0, "lumo_energy_ev": [0.20, 0.20], "gap_ev": [8.9, 8.9], "de_lowest_kcal_mol": 121.38}



{"formula": "C9H13NO3P", "method": "ωB97M-V/def2-TZVPD", "species": ["C", "C", "C", "C", "C", "C", "C", "C", "C", "N", "O", "O", "O", "P", "H", "H", "H", "H", "H", "H", "H", "H", "H", "H", "H", "H", "H"], "positions_angstrom": [[-3.033, -2.032, 0.452], [-2.194, -1.408, 1.381], [-2.632, -2.082, -0.849], [-0.958, -1.021, 1.076], [-1.404, -1.467, -1.222], [-0.587, -0.960, -0.247], [0.243, 2.119, -0.422], [2.350, 1.433, 0.552], [0.871, -0.312, -0.681], [1.044, 0.978, 0.100], [1.708, -2.870, -0.988], [3.571, -1.031, -0.887], [2.266, -1.776, 1.182], [2.259, -1.582, -0.462], [-4.105, -2.358, 0.635], [-2.394, -1.462, 2.528], [-3.344, -2.610, -1.432], [-0.390, -0.722, 1.966], [-0.844, -1.546, -2.228], [-0.851, 1.814, -0.392], [0.405, 2.874, 0.347], [0.258, 2.705, -1.407], [2.033, 1.902, 1.471], [2.878, 0.525, 0.890], [2.997, 2.024, -0.126], [0.934, -0.012, -1.689], [1.955, -2.631, 1.393]], "spin_multiplicity": 1, "e_tot_ev": -26467.65631, "total_charge": -1, "lumo_energy_ev": 3.39, "gap_ev": 8.4, "de_lowest_kcal_mol": 5.98, "smiles": "CN(C)[C@H](c1ccccc1)[P@@](=O)([O-])O"}